(1)
The following is a DFT calculation (ωB97M-V/def2-TZVPD) of a cluster of 6 separate species, C55H67IN2O5P in total in a non-equilibrium geometry.

Geometry (Å):
H: -0.8818 -0.3195 4.4126
H: 4.3071 1.2569 3.0312
C: 0.2950 0.2542 -0.6182
C: -1.3239 0.0620 5.3283
C: -4.2446 3.4630 -0.0252
H: -4.8927 5.5043 -0.1436
C: 2.2603 -4.7423 1.4709
C: 1.5997 -0.0108 1.4970
H: 4.4601 -5.9752 -1.1680
H: 4.2627 -5.9672 5.4389
H: -0.9357 8.5601 0.3305
H: -1.7515 -0.9243 7.2308
O: 3.4520 -1.8402 3.4669
C: -3.5308 -1.9542 -1.7986
H: 0.7342 -5.1302 -3.1046
P: 3.0358 -0.3828 4.0700
H: -7.4461 2.6201 -2.0063
C: 3.3381 -5.4343 3.5974
H: 0.0600 -4.6659 3.2283
H: -1.6581 1.1005 -1.0371
H: -0.8424 2.1089 0.7103
C: 1.8917 -1.8907 -5.4186
H: 2.8093 -1.3676 -7.2853
H: 1.6636 3.8278 -2.0257
H: 3.3799 -1.1648 1.1842
C: 0.1009 2.0552 2.5884
H: 2.5859 6.5924 1.9678
H: -5.8939 0.8154 -1.3470
C: -5.6753 1.8422 -1.0808
C: 2.7997 -7.7830 -3.4992
C: 3.7944 -7.4288 -2.5979
H: 2.7946 -1.7334 -4.8419
C: -0.4252 -2.2909 -6.8971
C: 0.9938 -4.9467 3.6933
C: -0.2861 0.8503 6.0947
H: 4.4005 -1.9598 3.3450
H: 4.2491 -5.5109 3.0234
C: 2.0792 6.5926 -0.1170
H: -0.3477 -1.8263 0.9356
C: -6.5465 2.8559 -1.4533
H: 2.0407 7.6717 -0.1871
C: -1.8032 10.2484 -3.0297
H: 0.6916 1.0300 -1.2695
H: -1.3863 7.1767 -1.6680
C: 1.5914 -5.7766 -2.9596
H: -1.2744 -2.0277 5.9239
H: -6.9423 4.9627 -1.4098
C: -5.1124 4.4772 -0.4043
C: 0.9833 -5.2022 5.0637
H: 0.7184 -2.4699 -3.7179
C: -0.4332 -2.5057 -5.5259
H: -0.7419 -0.2830 -2.9231
C: -1.3701 -0.7116 -2.1442
O: 2.3051 2.2948 5.1597
C: 3.6853 -6.2508 -1.8729
H: 2.4743 -0.7685 -0.2325
H: -0.7207 1.1584 7.0415
C: 1.6914 -2.4910 0.7437
C: -0.0950 1.6172 1.3071
H: 0.5699 0.2153 6.3268
I: -2.9786 1.3367 4.8126
C: 0.7412 -1.8814 -7.5290
H: -1.5841 12.1043 -1.9779
C: 2.1608 -5.5682 5.7044
H: -2.8075 -1.1522 -3.6379
C: 1.8186 5.8167 -1.2382
C: 0.3318 -2.5311 1.4072
H: 5.2612 0.0298 3.6343
H: 0.3620 -2.2986 2.4711
C: -1.2349 10.4181 -0.6999
H: 2.2043 -5.7581 6.7652
O: 2.6518 -3.3772 1.2707
O: -3.3118 -3.1889 -2.4617
H: -3.3354 0.1039 -2.4855
H: 0.7476 -1.7179 -8.5986
H: -2.8609 -1.3123 5.9332
H: -1.6743 -0.3790 -0.0308
H: 1.5753 6.2914 -2.1797
H: 0.9267 -7.2324 -4.3870
C: 1.8689 4.4327 -1.1508
H: -0.4683 2.8674 3.0084
C: 0.7254 -2.3025 -4.7889
H: 4.6547 -8.0708 -2.4613
H: -4.8732 -4.0350 -1.3880
C: 2.5831 -5.4269 -2.0535
C: 2.1624 -5.0512 2.9463
H: 3.0839 -5.3342 1.0825
C: 2.3746 -1.0832 0.8002
C: -4.5253 2.1467 -0.3662
C: -1.5441 11.0251 -1.9091
C: 2.1822 3.8285 0.0589
C: 1.8371 0.3801 2.8276
H: 0.0629 -5.1132 5.6193
C: -2.8267 -0.8515 -2.5964
C: 2.4391 4.6028 1.1829
C: -1.8205 -1.1197 6.1642
N: 4.4265 0.5846 3.7776
O: 0.1069 2.0570 5.4203
C: -1.1784 9.0340 -0.6127
H: -0.9847 -1.7073 -1.9107
H: -1.3402 -2.8332 -5.0311
C: 1.8999 -1.6832 -6.7908
H: -1.3278 -2.4447 -7.4740
H: -4.0972 -5.0583 -2.6101
H: -3.3496 3.7010 0.5377
H: -3.0515 -2.0214 -0.8174
H: 2.8829 -8.7040 -4.0610
C: -4.4499 -4.0586 -2.3889
C: 2.3870 5.9863 1.0938
H: 0.7489 -0.6795 -0.9091
H: -3.8471 1.3545 -0.0706
N: 0.6241 0.6115 0.7829
C: 1.0753 1.4255 3.3514
C: -1.4336 8.2570 -1.7349
H: -1.9545 8.2589 -3.8161
C: 1.6995 -6.9569 -3.6815
H: 2.2291 2.7463 0.1256
H: 1.5530 -2.7425 -0.3147
C: -6.2638 4.1727 -1.1168
H: 1.3819 -5.0295 0.8963
C: 1.2662 1.9417 4.7426
H: 2.6801 4.1300 2.1284
H: -0.1442 -3.4985 1.3008
H: -5.1837 -3.7430 -3.1272
H: -1.0379 11.0241 0.1750
H: 2.4979 -4.5070 -1.4866
C: -1.7497 8.8643 -2.9423
H: -2.0474 10.7221 -3.9715
C: -1.2089 0.1250 -0.8749
C: 3.3326 -5.6879 4.9657
H: -4.5887 -1.7175 -1.7062

Its HOMO energy is -10.85 eV. Its charge is +1.

(2)
The following is a DFT calculation (ωB97M-V/def2-TZVPD) of the molecule C3H2ClN3O in a non-equilibrium geometry.

Geometry (Å):
C: -0.0227 -0.1638 -2.4064
N: 1.2155 -0.8335 -0.6818
H: -2.0654 1.4044 0.8079
H: 2.0102 -1.3832 -0.3828
O: 0.8718 -0.0950 1.4272
C: -0.6376 0.5816 -0.2765
N: 0.9048 -0.9199 -2.0139
Cl: -0.7436 0.0021 -3.8722
N: -1.6585 1.2166 -0.1091
C: 0.5192 -0.1388 0.2636

Its HOMO energy (alpha / beta) is -8.37 / -8.37 eV. Its energy above the lowest of the compared OMol25 structures with the same formula, charge and spin is 337.94 kJ/mol. Its charge is 0.